Entry 1:
Here is an isolated molecule of C20H16ClN5O3 from the OMol25 dataset. Energies are from wB97M-V/def2-TZVPD.

Computed properties:
HOMO energy: -7.87 eV
largest force on an atom: 0.026 hartree/bohr
Kohn-Sham gap: 8.4386 eV
calculated total energy: -47114.6821 eV
relative energy (zero: lowest compared OMol25 entry of this formula, charge and spin): 17.6 kcal per mole
E_LUMO: 0.56 eV

Atoms and positions in Å:
1 Cl 7.678305 -1.695738 0.971221
2 O -2.066128 -2.671603 -0.379247
3 O 0.685846 3.157340 1.665048
4 O -1.781002 2.750367 0.111270
5 N 0.653916 1.019998 -1.762418
6 N -4.995108 -0.991805 0.680504
7 N -4.039680 -3.434023 0.440518
8 N -0.480967 1.551360 -1.378738
9 N 2.861764 0.522371 -1.602162
10 C -3.697568 -4.830563 0.458308
11 C -0.604581 2.218603 -0.256140
12 C 0.537155 2.419786 0.549825
13 C 6.277981 -0.712580 -1.118418
14 C -4.898011 1.366450 0.346198
15 C 1.991728 3.087364 1.991951
16 C 3.973985 -0.009284 -0.966347
17 C 1.760174 1.857424 0.162479
18 C 1.755662 1.101192 -1.041023
19 C -3.088845 -0.005382 -0.373820
20 C -3.195607 -2.471591 0.025888
21 C -3.793481 -1.097830 0.116444
22 C 2.702778 2.320598 1.127914
23 C 5.143157 -0.193796 -1.707377
24 C 5.094354 -0.911500 0.967645
25 C -2.903770 2.482102 -0.726790
26 C -3.648822 1.261626 -0.254223
27 C -5.527268 0.210562 0.785100
28 C 6.254227 -1.058194 0.224217
29 C 3.958191 -0.397485 0.373116
30 H 7.179359 -0.847833 -1.694913
31 H -4.380674 -5.404386 -0.171334
32 H -2.128409 -0.159831 -0.840325
33 H 5.075828 -1.210226 2.003908
34 H -4.943064 -3.129259 0.774958
35 H 3.752784 2.117913 1.158165
36 H -3.732931 -5.227328 1.475179
37 H -3.536716 3.370380 -0.654843
38 H -5.374009 2.327229 0.468679
39 H 2.296862 3.632174 2.864009
40 H 5.155149 0.075173 -2.752983
41 H -6.504383 0.249251 1.249468
42 H 3.047367 -0.320956 0.944961
43 H -2.555612 2.338609 -1.754851
44 H 2.724209 0.266928 -2.570781
45 H -2.684135 -4.923614 0.069764

Force components x, y, z for each atom (eV/Å):
0.181 -0.079 0.095
0.228 0.129 -0.123
-0.671 0.124 -0.015
0.111 0.113 0.306
1.036 -0.710 -0.364
0.060 -0.303 -0.005
-0.312 -0.045 0.115
-0.876 0.698 0.702
0.134 -0.023 -0.605
0.165 -0.105 -0.055
0.608 0.003 -0.045
0.493 -0.740 -0.858
-0.025 -0.094 0.139
0.206 -0.118 -0.120
0.855 -0.337 -0.212
0.319 -0.165 0.252
-1.067 0.206 -0.095
-0.583 0.484 0.391
-0.117 -0.246 0.068
-0.189 -0.326 0.108
0.122 0.617 -0.112
-0.110 0.348 0.375
-0.143 0.039 0.106
0.205 0.000 -0.075
-0.274 0.003 -0.375
-0.052 -0.017 0.129
-0.196 0.268 0.057
-0.167 0.059 -0.055
-0.082 -0.005 -0.204
0.088 -0.016 -0.037
0.054 -0.022 0.022
0.046 -0.043 -0.012
0.020 -0.040 0.091
0.141 0.062 -0.054
0.202 0.023 0.101
0.027 -0.026 -0.044
0.096 -0.138 -0.029
-0.060 0.098 0.023
-0.059 0.093 0.120
0.015 0.080 -0.106
-0.064 0.107 0.020
-0.073 -0.016 0.061
-0.180 0.125 0.158
-0.040 0.021 0.120
-0.070 -0.086 0.037



Entry 2:
Here is a structure of composition C28H24I2N4O2PSbSe4Tc from the OMol25 dataset. Energies are from wB97M-V/def2-TZVPD.

Computed properties:
HOMO energy (alpha / beta): -15.22 / -15.22 eV
largest force on an atom: 0.016 hartree/bohr
Kohn-Sham gap (alpha / beta): 4.3850 / 4.3876 eV
net charge: +3
calculated total energy: -335070.7727 eV
relative energy (zero: lowest compared OMol25 entry of this formula, charge and spin): 12.2 kcal per mole
E_LUMO (alpha / beta): -10.83 / -10.83 eV

Atoms and positions in Å:
1 I -1.456060 -4.922055 4.835154
2 I 1.857126 -4.651292 -0.137510
3 Sb 5.503807 -0.097647 -3.946041
4 Tc 1.296898 0.350566 0.636491
5 Se 7.302519 1.001032 -3.079022
6 Se 4.089250 -1.590537 -0.461120
7 Se 5.426841 -2.314480 -2.070151
8 Se 3.234452 0.403703 -0.997052
9 P -0.494424 0.162236 -0.992354
10 O 1.493514 -1.525770 0.517511
11 O 2.247024 1.504696 2.042607
12 N 0.835900 2.488643 -0.151923
13 N 1.354431 3.438549 2.847642
14 N 3.409029 2.665916 3.559516
15 N 0.027515 -0.291043 2.250877
16 C 1.530778 -1.387505 -4.143593
17 C -0.555796 2.797332 -0.457924
18 C -3.428992 -2.368574 -2.149468
19 C -2.670765 1.959510 -1.220566
20 C -0.665655 0.393449 3.147362
21 C -0.597111 -2.354366 3.402556
22 C -3.942163 -2.842152 -0.949289
23 C -1.332580 -0.212656 4.214695
24 C -2.317934 -1.551644 0.265023
25 C -1.085746 4.060691 -0.285065
26 C 0.809830 -2.326578 1.404298
27 C -2.432079 4.266572 -0.576241
28 C -1.325485 1.751482 -0.932837
29 C 0.286227 -0.014507 -2.607571
30 C -1.302974 -1.577747 4.343719
31 C 0.072741 -1.655840 2.389117
32 C 1.673036 -0.292277 -4.995450
33 C -2.348232 -1.500029 -2.150095
34 C -0.523622 -3.781845 3.381268
35 C 2.326905 2.505673 2.805979
36 C -1.782785 -1.090082 -0.938317
37 C -3.387120 -2.434299 0.256633
38 C 1.129746 0.936381 -4.653808
39 C -3.220489 3.222959 -1.041045
40 C 0.163046 -4.418494 2.385836
41 C 0.438225 1.079176 -3.453458
42 C 0.838001 -3.681010 1.378326
43 C 0.840107 -1.252620 -2.949649
44 H -3.873221 -2.673120 -3.088739
45 H -1.879053 0.401227 4.917673
46 H 0.705220 -2.112633 -2.299198
47 H -4.268968 3.387671 -1.250605
48 H -0.466263 4.884198 0.059158
49 H 2.171588 -0.411155 -5.947873
50 H -3.288309 1.140451 -1.568436
51 H -3.796190 -2.794834 1.192425
52 H 4.158517 1.998280 3.490274
53 H 1.249961 3.236255 0.396224
54 H -1.953724 -1.141945 -3.093123
55 H -4.783089 -3.524412 -0.953926
56 H -0.727356 1.463386 3.005521
57 H 1.214276 1.777579 -5.331244
58 H 1.356924 2.476511 -1.026946
59 H -0.023619 2.032369 -3.210802
60 H 0.454857 3.221298 2.456205
61 H -1.929061 -1.202209 1.205666
62 H -1.830261 -2.063981 5.155011
63 H 0.201912 -5.499439 2.362754
64 H 3.530641 3.452516 4.176440
65 H 1.392069 4.200086 3.506516
66 H 1.925919 -2.354580 -4.430857
67 H -2.859706 5.252964 -0.447182

Force components x, y, z for each atom (eV/Å):
-0.065 -0.056 0.087
0.040 -0.089 -0.042
0.086 -0.029 0.085
0.066 0.262 -0.252
-0.104 -0.065 -0.043
-0.151 0.162 0.083
0.057 0.166 -0.101
-0.200 -0.322 -0.091
-0.035 -0.145 0.116
-0.019 -0.301 0.633
0.137 -0.086 0.158
-0.127 -0.390 -0.208
0.033 0.035 -0.046
0.051 0.072 0.027
-0.050 0.069 0.109
-0.032 0.020 0.012
0.170 0.218 0.173
-0.015 -0.008 -0.014
-0.012 0.040 -0.068
-0.034 -0.069 -0.112
-0.063 0.037 0.091
-0.013 -0.033 -0.004
-0.042 0.062 0.022
-0.126 0.021 -0.109
0.012 0.121 0.022
0.142 0.639 -0.518
0.041 0.036 -0.026
-0.142 -0.106 0.169
0.113 0.046 -0.066
-0.021 -0.100 -0.002
0.107 0.393 0.013
-0.023 -0.056 0.033
0.027 -0.062 -0.003
-0.034 0.018 0.046
-0.057 -0.132 -0.009
0.016 -0.085 0.042
0.027 0.028 0.014
0.005 0.060 0.042
0.009 -0.053 0.014
0.131 0.052 -0.182
-0.046 0.042 -0.078
-0.022 -0.506 0.002
0.034 0.007 -0.036
0.029 0.003 0.035
0.019 -0.014 -0.030
0.037 0.047 -0.018
0.030 0.009 -0.021
-0.048 -0.052 -0.023
0.035 -0.009 -0.030
0.016 0.009 0.014
0.006 0.020 -0.031
-0.003 -0.024 -0.005
0.057 -0.011 0.097
-0.029 -0.021 0.025
0.033 0.023 -0.001
0.007 0.014 0.005
-0.007 -0.035 0.033
-0.014 0.191 -0.076
0.031 -0.057 -0.027
-0.037 -0.019 0.020
-0.046 0.037 0.042
0.015 0.000 -0.016
0.023 0.024 -0.025
-0.020 -0.025 0.021
0.000 0.007 0.008
-0.010 0.018 0.004
0.004 -0.047 0.020



Entry 3:
Here is a structure of composition C28H30ClMnNOP from the OMol25 dataset. Energies are from wB97M-V/def2-TZVPD.

Computed properties:
HOMO energy (alpha / beta): -17.01 / -17.00 eV
largest force on an atom: 0.144 hartree/bohr
⟨S²⟩: 4.118
Kohn-Sham gap (alpha / beta): 5.6507 / 3.6652 eV
net charge: +3
calculated total energy: -86160.8521 eV
spin multiplicity: 4
E_LUMO (alpha / beta): -11.36 / -13.34 eV

Atoms and positions in Å:
1 Mn -0.337876 -0.187443 -0.096424
2 Cl 0.210714 -2.295356 0.421005
3 P 0.053736 0.128352 -2.342918
4 O 0.344967 2.694588 0.362087
5 N 1.008769 -0.420114 4.189774
6 C -1.507035 -0.261639 -3.228762
7 C 2.045984 3.192539 -4.263435
8 C 1.029510 -1.826923 3.692543
9 C -2.746700 -0.283105 1.300246
10 C -1.758544 0.275375 -4.499274
11 C -2.444418 -1.128147 -2.633837
12 C 3.277754 -2.756902 -3.975312
13 C 1.092494 -1.741260 -4.161576
14 C -3.885660 -0.870412 -4.567713
15 C -1.419288 0.085439 1.537195
16 C 0.232082 1.537277 0.180787
17 C 3.490326 -2.087728 -2.763461
18 C -0.948833 0.307324 2.833594
19 C 2.352835 -0.018090 4.705773
20 C -0.338281 2.844910 -2.843228
21 C -0.021225 4.094632 -3.375099
22 C 2.081671 -2.580392 -4.674751
23 C 1.174204 4.269739 -4.082064
24 C 2.511955 -1.231461 -2.259476
25 C -3.658250 -0.292792 2.368677
26 C -2.941731 -0.036706 -5.173031
27 C -3.641446 -1.403708 -3.296483
28 C 1.729997 1.939529 -3.732197
29 C 0.485679 0.596859 3.170530
30 C 1.309237 -1.049488 -2.964981
31 C -1.868721 0.250088 3.903409
32 C 0.529831 1.756210 -3.030483
33 C -3.217001 -0.026629 3.666300
34 H -4.811338 -1.109564 -5.088972
35 H 1.659353 -1.892512 2.801459
36 H 2.974649 3.318641 -4.823690
37 H 0.580875 1.566976 3.683052
38 H -2.951879 -3.847170 -0.325069
39 H -3.919020 -0.037894 4.506568
40 H -1.270988 2.712831 -2.292756
41 H 0.356444 -0.393804 4.991802
42 H 2.652471 -0.737916 5.473018
43 H -4.385712 -2.046819 -2.822747
44 H 1.426246 5.248262 -4.490518
45 H 1.178117 0.604443 2.320747
46 H -2.231078 -4.064108 -0.385641
47 H 1.909218 -3.092910 -5.622208
48 H 0.016340 -2.144085 3.447631
49 H -1.026221 0.935895 -4.963813
50 H 3.072046 -0.010407 3.880854
51 H 0.154999 -1.608870 -4.697692
52 H 2.671713 -0.702159 -1.318666
53 H -0.708936 4.931152 -3.237614
54 H -4.708394 -0.510138 2.189688
55 H 4.043351 -3.422823 -4.372811
56 H 4.421650 -2.232138 -2.214063
57 H -3.115622 0.375340 -6.168058
58 H -2.220918 -1.592453 -1.666724
59 H 2.409795 1.100100 -3.876075
60 H -3.077482 -0.544137 0.293426
61 H -1.531137 0.432161 4.932948
62 H 1.437940 -2.450944 4.493670
63 H 2.266381 0.979782 5.143541

Force components x, y, z for each atom (eV/Å):
0.438 -3.618 1.614
-0.117 1.227 -0.642
-1.241 0.989 -2.424
-0.118 -5.690 -0.831
-0.141 0.274 -0.116
0.048 -0.323 0.245
-0.065 0.002 0.057
0.020 -0.266 0.044
0.122 0.486 0.091
-0.012 0.039 -0.060
0.072 0.254 -0.174
0.820 0.066 0.847
-1.295 1.789 1.622
0.190 0.057 0.158
-0.555 -0.053 0.423
0.155 7.318 1.204
1.282 -1.680 -1.576
-0.329 0.110 0.286
0.101 0.166 0.220
0.049 -0.009 -0.014
0.027 -0.214 0.079
1.297 -1.112 -0.575
0.056 -0.238 0.016
-1.449 0.902 0.250
0.284 -0.038 -0.072
0.176 -0.067 0.182
0.070 -0.088 0.046
-0.109 0.003 0.015
0.279 0.089 0.777
-0.388 -0.158 -0.441
-0.019 -0.066 -0.545
0.355 0.037 0.250
0.154 0.034 0.058
0.200 0.071 0.155
-0.063 0.115 0.253
-0.311 0.005 0.202
-0.049 -0.235 -0.222
0.395 -0.138 -0.037
0.247 -0.007 -0.401
0.122 0.070 -0.161
0.314 -0.013 -0.416
0.017 0.187 -0.190
0.252 0.158 -0.190
-0.079 -0.272 0.087
-0.167 -0.259 0.251
-0.429 0.143 0.030
0.113 0.091 0.206
0.087 0.061 0.029
-0.232 -0.086 0.075
-0.191 -0.058 0.175
0.111 -0.046 0.076
0.058 -0.170 -0.212
0.235 -0.268 -0.042
0.226 -0.048 -0.029
-0.180 0.189 0.127
-0.227 0.006 -0.187
0.004 -0.127 0.314
-0.197 0.057 -0.285
-0.079 0.276 -0.072
-0.119 0.134 0.167
-0.208 0.043 -0.424
-0.118 0.073 -0.232
0.112 -0.173 -0.065



Question: Which value of calculated total energy does entry 2 give?
Answer: -335070.7727 eV



Question: Which of these has the highest calculated total energy?
Answer: C20H16ClN5O3



Question: Which formula does entry 3 have?
Answer: C28H30ClMnNOP



Question: Among the records above, which one has the highest largest force on an atom?
Answer: C28H30ClMnNOP